No. 1
{
  "formula": "H27O14",
  "method": "ωB97M-V/def2-TZVPD",
  "homo_ev": -6.351,
  "max_force_ha_per_bohr": 0.1679,
  "charge": -1,
  "de_lowest_kj_mol": 574.9,
  "total_energy_ha": -1069.46806,
  "symbols": ["O", "H", "O", "H", "H", "O", "H", "H", "O", "H", "H", "O", "H", "H", "O", "H", "H", "O", "H", "H", "O", "H", "H", "O", "H", "H", "O", "H", "H", "O", "H", "H", "O", "H", "H", "O", "H", "H", "O", "H", "H"],
  "xyz": [[-0.821146, -3.667534, 0.985564], [-1.276639, -4.269154, 1.739078], [-0.335776, -0.760245, 1.248455], [-1.599908, -0.401818, 0.487151], [2.212025, -3.140127, -1.719248], [3.421636, 1.986310, -2.562120], [3.257599, -3.831106, -0.938565], [-1.226678, 2.719045, 3.714095], [-1.434259, 1.879666, 3.675698], [3.685728, -1.504828, 0.178383], [-2.332972, 1.712241, 3.960214], [-0.624804, 2.608666, -1.270007], [-2.535132, -0.125108, -1.412492], [-0.789029, 2.841298, -0.339313], [-0.507024, -3.989120, -1.652939], [-0.036436, -4.124849, -0.750197], [-0.023108, -3.346060, -2.151964], [-2.562071, -0.357714, 0.200241], [1.145721, 3.380017, 1.473809], [-3.243423, -0.351407, 0.774160], [2.768416, -3.894703, -1.824849], [2.599300, 1.673727, -2.721717], [-0.729281, 1.767547, -1.435869], [1.243183, -1.755722, -0.309158], [1.044509, -2.278535, 0.468080], [3.704903, 1.354088, -1.941989], [1.811524, 2.398224, 0.131362], [0.972065, 2.740558, -0.053340], [1.834292, 1.582742, 0.496294], [-4.674890, 2.629512, 0.816948], [-4.409697, 1.715914, 0.669417], [-4.304314, 3.268220, 0.298437], [-2.244174, 0.494312, -2.178655], [-2.922525, 1.223215, -2.007512], [-0.918826, -2.677878, 1.223217], [0.536000, 2.957824, 2.120444], [0.277736, -1.160685, 0.130071], [1.140229, 2.348726, 2.795644], [3.662473, -0.632099, 0.063477], [-0.143358, 0.111945, 1.485994], [2.704509, -0.406738, 0.022456]],
  "forces_ev_per_angstrom": [[-1.5853, -0.5385, 3.2345], [1.6286, 2.6604, -2.5880], [-0.9441, -1.9458, -1.3806], [-0.1085, -0.5054, 1.5046], [-1.1261, 1.2443, 0.0907], [3.3310, 2.1976, -0.4451], [-0.9290, -0.4004, -2.0053], [1.3423, 6.7961, 0.1743], [-1.4042, -7.2515, -0.2151], [-0.1830, -5.3831, 0.6071], [-0.0008, 0.3614, 0.0363], [1.1388, 8.3628, 1.8232], [0.8607, 0.9743, -1.1165], [-0.4243, -0.7964, -0.6492], [0.3687, -1.3858, 1.9720], [-1.2465, 0.8287, -2.4490], [0.5958, 0.5415, 0.0211], [1.9012, 0.2605, -4.2036], [0.1013, -0.7668, 1.2523], [-2.5852, -0.2616, 3.4250], [2.0778, -0.7594, 2.0562], [-4.3904, -1.0848, -1.1181], [-1.3497, -7.3887, -1.0388], [-1.7858, 0.8839, -0.0540], [0.7830, -0.9129, 0.2696], [1.1385, -1.1401, 1.5395], [3.5590, 3.7590, -2.2551], [-1.8145, -0.4634, -1.0084], [-0.6405, -3.8273, 1.7289], [-2.4264, -2.4484, 2.9875], [0.5570, 0.6525, -0.6006], [1.9548, 1.8113, -2.4161], [-2.1912, 0.4862, 1.1483], [1.5419, -1.2428, -0.6172], [0.0080, -1.9739, -0.0794], [1.6243, -1.3702, 3.2027], [1.7923, 0.0235, 0.0731], [-2.2577, 2.5747, -2.9844], [-0.2604, 6.4178, -0.5868], [0.6322, 2.0369, 0.7879], [0.7164, -1.0262, -0.1237]]
}

No. 2
{
  "formula": "H27O14",
  "method": "ωB97M-V/def2-TZVPD",
  "homo_ev": -6.824,
  "max_force_ha_per_bohr": 0.0745,
  "charge": -1,
  "de_lowest_kj_mol": 291.3,
  "total_energy_ha": -1069.57611,
  "symbols": ["O", "H", "O", "H", "H", "O", "H", "H", "O", "H", "H", "O", "H", "H", "O", "H", "H", "O", "H", "H", "O", "H", "H", "O", "H", "H", "O", "H", "H", "O", "H", "H", "O", "H", "H", "O", "H", "H", "O", "H", "H"],
  "xyz": [[0.935461, -1.575749, -3.824541], [0.723091, -0.741276, -3.393312], [-0.484532, -2.824400, -0.994546], [0.070733, -0.342067, -1.552684], [-0.706173, 2.420124, -2.888729], [-2.615557, 1.882077, 1.904987], [0.480035, 2.295036, -2.139647], [3.208221, -0.841022, -2.312927], [2.463310, -1.303332, -1.900294], [0.966613, 1.665902, -0.091821], [-2.643598, -0.242894, 1.878664], [1.581013, 2.373836, -0.623497], [-1.700200, -1.318756, 1.495278], [-0.348274, -1.924216, 3.539637], [-0.319534, -1.132326, 4.091129], [-1.011865, 0.575698, -1.546420], [-3.289831, -2.295987, -1.478899], [-2.597505, -1.260309, 1.899379], [0.537811, -2.893375, 0.880080], [-1.014421, -0.508781, 3.724066], [0.109961, 2.927828, -2.803239], [-1.828259, 1.892149, 1.200443], [1.118180, 1.183333, 4.052358], [1.169884, -3.064343, 1.574339], [1.643857, -2.242841, 1.718049], [-2.426749, 2.644888, 2.465454], [-0.441094, 1.468914, 0.212944], [-0.794331, 0.616367, 0.261859], [2.314030, -2.016948, -2.541555], [-2.860744, -2.449237, -2.311879], [1.119697, 3.209676, -0.220530], [0.762971, 2.787064, 3.680516], [-0.789907, -0.260613, -1.942892], [3.889985, 2.968230, 0.783319], [-2.477800, -1.579279, -2.500124], [0.925417, 2.111108, 4.350142], [-0.138940, -2.031292, -1.269485], [0.186725, -2.149160, -3.930792], [3.225054, 2.536961, 1.252327], [-1.381025, -2.866002, -1.305546], [2.438285, 2.305033, 0.608395]],
  "forces_ev_per_angstrom": [[0.8852, -0.1879, -1.0083], [-0.5850, -0.3392, -0.1259], [0.1497, -3.2926, 1.9526], [1.2177, -0.1526, 0.3034], [-0.5186, 0.6245, -0.6890], [1.5474, 0.0469, -1.4839], [0.8536, 1.2843, -0.0367], [-0.2106, 0.1481, 0.4309], [0.8894, -0.0420, 0.1240], [-0.3771, 1.0682, -1.1544], [-0.5552, -1.6166, 0.3807], [-1.3734, 1.2687, 1.8088], [-0.7804, -0.6116, 0.3140], [-0.1090, 0.1544, -0.0575], [-0.8972, 1.2053, -0.4858], [-0.5993, 1.2357, 0.6106], [-0.6307, 0.0291, 0.7308], [1.2910, 2.4542, -0.7750], [-0.3581, 0.0195, -0.7138], [1.1385, -1.3371, 0.5596], [-0.4298, -1.5403, 0.4321], [-1.1601, -0.0106, 1.3406], [-0.4609, 1.8132, -0.4111], [0.1905, -0.2030, 0.7224], [0.0558, 0.1524, -0.0768], [-0.0275, -0.2694, -0.0303], [-0.2394, 1.3286, 0.0853], [-0.6506, -2.1813, 0.5338], [-0.3823, 0.2507, 0.2591], [0.1476, 0.1900, -0.5848], [1.1578, -2.1107, -1.5309], [0.3567, -1.0893, -0.4466], [-0.4587, -0.3365, -0.9646], [1.3717, 0.9754, -1.4813], [0.1637, -0.0663, -0.0914], [0.0670, -0.8094, 0.8583], [1.0027, 2.5017, -1.0768], [-0.8137, 0.1527, 0.1541], [-2.5715, -1.5969, 1.5072], [-0.6855, 0.0711, -0.5111], [2.3885, 0.8186, 0.6276]]
}

No. 3
{
  "formula": "H28HgO18P",
  "method": "ωB97M-V/def2-TZVPD",
  "homo_ev": -5.575,
  "max_force_ha_per_bohr": 0.3449,
  "charge": -1,
  "de_lowest_kj_mol": 35.2,
  "total_energy_ha": -1865.26125,
  "symbols": ["Hg", "P", "O", "O", "O", "O", "O", "H", "H", "O", "H", "H", "O", "H", "H", "O", "H", "H", "O", "H", "H", "O", "H", "H", "O", "H", "H", "O", "H", "H", "O", "H", "H", "O", "H", "H", "O", "H", "H", "O", "H", "H", "O", "H", "H", "O", "H", "H"],
  "xyz": [[-15.190000, -6.279000, 7.057000], [-17.830000, -6.101000, 6.167000], [-17.204000, -6.976000, 7.217000], [-17.251000, -5.328000, 7.274000], [-16.754000, -7.176000, 5.714000], [-16.692000, -5.479000, 5.454000], [-15.148000, -4.993000, 3.705000], [-15.835000, -5.180000, 4.468000], [-15.386000, -5.639000, 3.030000], [-18.773000, -4.225000, 3.962000], [-19.483000, -4.179000, 4.618000], [-17.958000, -3.916000, 4.405000], [-18.277000, -3.128000, 7.777000], [-18.817000, -3.297000, 8.575000], [-17.780000, -3.971000, 7.481000], [-18.761000, -6.019000, 9.254000], [-18.083000, -6.125000, 8.539000], [-18.332000, -6.214000, 10.060000], [-15.989000, -7.362000, 9.334000], [-16.539000, -7.190000, 8.542000], [-16.479000, -6.981000, 10.123000], [-17.747000, -6.802000, 3.272000], [-18.290000, -6.005000, 3.309000], [-17.190000, -6.805000, 4.048000], [-18.773000, -8.682000, 7.788000], [-18.065000, -7.997000, 7.713000], [-18.853000, -9.101000, 6.940000], [-15.399000, -8.838000, 6.883000], [-16.098000, -8.107000, 6.642000], [-15.168000, -9.179000, 6.055000], [-16.832000, -3.036000, 5.372000], [-17.295000, -2.743000, 6.170000], [-16.738000, -4.012000, 5.420000], [-18.071000, -9.145000, 5.151000], [-17.332000, -9.725000, 5.297000], [-17.559000, -8.281000, 5.292000], [-15.710000, -4.453000, 9.066000], [-16.089000, -3.607000, 9.219000], [-16.355000, -4.819000, 8.388000], [-15.193000, -8.001000, 4.181000], [-15.778000, -7.622000, 4.901000], [-14.580000, -7.337000, 3.892000], [-20.375000, -4.568000, 6.061000], [-21.186000, -4.365000, 5.650000], [-20.168000, -3.701000, 6.292000], [-14.191000, -4.209000, 6.148000], [-13.259000, -4.277000, 6.036000], [-14.535000, -4.470000, 5.280000]],
  "forces_ev_per_angstrom": [[5.5356, 2.2304, 0.6858], [-8.5587, 0.6730, -5.3567], [-0.9996, -12.0323, 9.3924], [-1.1766, 14.4268, 10.2519], [0.9313, -12.1605, -5.8161], [4.9561, 11.1509, -8.7967], [0.3882, -0.0553, 0.3843], [0.4155, -0.0045, -2.0098], [-0.1602, 0.1623, -0.0289], [-0.1915, 0.0099, -0.9137], [0.4876, -0.3301, -0.1207], [-0.7003, 0.5394, -0.3963], [-0.3073, 0.6813, 0.3016], [0.6440, -0.3927, -0.8028], [-1.1630, 0.5485, 1.0863], [-0.5177, 0.3834, -1.2026], [-1.3042, 0.6473, 1.4536], [0.5188, -0.3485, 1.3277], [-0.1913, 0.5168, 1.6006], [-0.2175, -0.8305, 1.7588], [1.1425, -0.5232, -1.6676], [-0.2520, -0.4387, -1.2787], [0.0709, 0.3676, 0.3102], [-0.2318, 0.2129, -0.7916], [-0.4518, -0.1623, 1.6514], [-1.7282, -1.9791, 0.1640], [0.1837, -0.1773, -0.8604], [-0.9210, 2.0172, 2.3444], [1.2672, -3.7060, 0.4713], [0.9504, -0.7813, -2.2259], [0.1489, 1.6710, -0.1710], [0.1303, -0.0061, -0.2086], [0.2073, 0.2610, 0.6346], [0.1081, 0.3940, -0.1275], [0.2138, -1.0482, -0.0071], [-1.5953, -1.7309, -0.8131], [0.0765, -1.4664, -0.4796], [-0.2785, 1.4137, 0.1923], [0.5751, 0.8408, 1.3221], [0.4399, -1.1043, 0.0439], [1.3326, -0.4755, -1.8758], [0.3382, 0.5694, -0.1075], [-0.1468, -1.6459, 0.1139], [-2.1281, -0.5098, -1.0138], [1.5545, 2.4949, 1.5570], [-0.7771, -0.7597, 0.9325], [1.3719, 0.0669, -0.0670], [0.0098, 0.3900, -0.8413]]
}